(1)
# C4H15N3O

A cluster of 2 separate species, C4H15N3O in total (ωB97M-V/def2-TZVPD, OMol25).

The geometry in XYZ format:
```
23
Properties=species:S:1:pos:R:3:forces:R:3
N 2.1679 -2.0414 -0.3324 -0.9 -0.8 0.5
C 0.9226 -1.9292 -1.1336 0.2 -0.4 -0.3
C 0.8832 -0.5521 -1.7254 0.6 1.0 1.0
C 0.9771 0.6661 -0.7033 -1.0 -0.1 -3.0
N -0.0366 0.5784 0.3129 0.3 -0.2 0.5
C -0.3545 1.8028 1.0315 -0.7 -0.2 1.2
N -1.0388 1.3471 2.2860 0.2 0.7 -1.1
H 2.0265 -2.7896 0.3508 0.3 -0.1 -0.4
H 2.2427 -1.2411 0.2869 0.0 0.3 -0.3
H -0.0164 -2.1749 -0.6333 0.0 0.3 0.7
H 0.8905 -2.6698 -1.9553 0.6 0.2 0.2
H -0.0299 -0.3872 -2.2830 -0.2 -0.1 -0.3
H 1.7462 -0.4428 -2.3797 0.0 0.0 -0.3
H 1.9986 0.9351 -0.4179 0.0 -0.3 0.4
H 0.6588 1.4255 -1.4523 0.3 0.3 0.9
H 0.2833 -0.0582 1.0387 -0.2 -0.1 0.0
H -1.0756 2.4324 0.4780 0.7 -0.1 -0.3
H 0.5304 2.3663 1.3552 0.0 0.1 -0.4
H -1.9566 1.1046 1.9196 -0.2 -0.3 0.5
H -1.1724 2.1827 2.8544 0.0 -0.3 0.1
O -2.9134 0.0167 0.0824 0.3 -0.1 -0.2
H -3.1827 0.3152 -0.7882 -0.3 0.1 -0.1
H -1.9626 -0.1575 -0.0567 0.0 0.2 0.3
```
Positions in Å, forces in eV/Å.

Values from the calculation:
Maximum force (eV Å⁻¹): 3.13
Relative energy (zero: lowest compared OMol25 entry of this formula, charge and spin) (eV): 1.004
Energy (hartree): -400.88127
Structure (SMILES): NCCCNCN.O
Frontier orbital gap (eV): 10.4
Lowest unoccupied orbital energy (Ha): 0.0320

=====

(2)
# C7H8BrN

An isolated molecule of C7H8BrN (ωB97M-V/def2-TZVPD, OMol25).

The geometry in XYZ format:
```
17
Properties=species:S:1:pos:R:3:forces:R:3
C 0.2549 -1.5539 -0.2274 -2.6 1.1 0.7
C -1.1316 -1.3574 -0.1318 1.5 1.7 1.2
C 1.3040 -0.6322 -0.0576 0.0 3.3 -0.2
C 1.0563 0.9130 -0.6105 -1.8 -3.3 -2.5
C -0.8103 0.9397 1.0275 -1.7 -1.4 -2.3
C -0.2576 1.4048 -0.3589 -0.9 -1.1 1.6
C -1.7111 -0.2328 0.5042 1.7 0.9 -1.4
N 2.4552 -0.8587 0.3759 0.4 -2.3 0.8
Br -3.5417 0.1240 -0.0616 0.8 0.1 0.6
H 0.7249 -2.3692 -0.6089 0.3 -3.1 -1.1
H -1.9252 -1.9720 -0.4339 -0.2 -1.7 -0.9
H 1.6833 1.3433 0.0654 2.5 1.7 1.0
H 1.2105 0.7771 -1.7181 0.8 0.9 1.2
H -0.1473 0.4491 1.7571 0.3 0.8 -0.5
H -1.5265 1.5637 1.4635 -0.5 1.5 1.0
H -0.8192 1.6407 -1.2746 -0.6 0.1 1.2
H 3.1814 -0.1793 0.2897 0.0 0.9 -0.3
```
Positions in Å, forces in eV/Å.

Values from the calculation:
Maximum force (eV Å⁻¹): 4.52
Relative energy (zero: lowest compared OMol25 entry of this formula, charge and spin) (eV): 2.861
Energy (hartree): -2900.12087
Frontier orbital gap (spin up / spin down) (eV): 7.7 / 6.9
Lowest unoccupied orbital energy (spin up / spin down) (Ha): -0.0031 / -0.0327

=====

Question: What is the relative energy (zero: lowest compared OMol25 entry of this formula, charge and spin) in the second record?
Answer: 2.861 eV